i.
11
Properties=species:S:1:pos:R:3:mulliken_charge:R:1 method="wB97M-V/def2-TZVPD" orbital_gap_ha=0.31089 homo_energy_ev=-8.83
C 1.69 -0.09 -1.56 -0.11
C -0.99 1.08 0.37 -0.42
C -1.33 0.03 1.24 -0.50
C -1.54 -0.91 1.96 0.44
H 1.66 0.85 -2.11 0.35
H 0.56 -0.93 -0.10 0.21
H -1.57 2.02 0.43 0.30
H -1.73 -1.65 2.68 0.41
N 0.69 -0.05 -0.62 0.17
N -0.06 1.08 -0.53 -0.52
S 2.63 -1.43 -1.76 -0.33



ii.
11
Properties=species:S:1:pos:R:3:mulliken_charge:R:1 method="wB97M-V/def2-TZVPD" orbital_gap_ha=0.31600 smiles="C1=CN=CSN=C1" homo_energy_ev=-8.88
C -1.47 0.31 0.87 -0.12
C -0.39 -0.97 -0.50 -0.29
C 0.82 -0.54 -0.71 -0.35
C 1.45 0.57 -0.08 0.16
H -2.35 0.32 1.52 0.37
H -0.68 -1.71 -1.05 0.51
H 1.34 -1.03 -1.54 0.28
H 2.50 0.55 -0.02 0.41
N -1.40 -0.82 0.49 -0.44
N 0.89 1.45 0.60 -0.51
S -0.73 1.86 0.42 -0.03



iii.
11
Properties=species:S:1:pos:R:3:mulliken_charge:R:1 method="wB97M-V/def2-TZVPD" orbital_gap_ha=0.33497 smiles=Sc1cnccn1 homo_energy_ev=-9.04
C -0.74 -0.62 -0.18 0.47
C 0.64 -0.52 -0.87 -0.14
C 1.02 1.39 0.54 -0.18
C -0.35 1.31 0.93 -0.24
H -0.93 -3.09 -0.90 0.14
H 0.98 -1.34 -1.59 0.28
H 1.71 2.12 0.88 0.41
H -0.73 1.94 1.60 0.51
N 1.45 0.53 -0.39 -0.51
N -1.24 0.36 0.49 -0.50
S -1.80 -2.07 -0.51 -0.24



Pick iii: it beats the second-best structure by 1.528 eV.



i.
8
Properties=species:S:1:pos:R:3:mulliken_charge:R:1 method="wB97M-V/def2-TZVPD" orbital_gap_ha=0.29550 homo_energy_ev=-7.88
O 1.06 1.11 -0.24 -0.38
O 1.67 -1.10 0.37 -0.41
O -1.93 0.81 0.20 -0.45
P 1.05 -0.31 -0.88 0.40
S -1.52 -0.73 -0.24 -0.18
H 0.67 1.32 0.61 0.36
H 1.77 -2.07 0.25 0.34
H -2.79 0.98 -0.08 0.31



ii.
8
Properties=species:S:1:pos:R:3:mulliken_charge:R:1 method="wB97M-V/def2-TZVPD" orbital_gap_ha=0.32376 smiles="O=PSO.O" homo_energy_ev=-9.68
O 1.19 0.22 1.81 -0.49
O 0.67 0.67 -2.38 -0.65
O -1.49 -0.14 1.24 -0.39
P 1.13 -1.28 1.75 0.46
S -0.91 -1.64 1.26 0.08
H -0.85 0.51 1.15 0.35
H 0.12 0.98 -1.60 0.33
H 0.15 0.69 -3.23 0.33



Pick i: it beats the second-best structure by 0.132 eV.



i.
8
Properties=species:S:1:pos:R:3:mulliken_charge:R:1 method="wB97M-V/def2-TZVPD" orbital_gap_ha=0.32026 smiles="OP(O)(O)=S" homo_energy_ev=-8.53
O -0.59 -1.30 -0.48 -0.47
O -0.29 0.18 1.41 -0.41
O -0.38 1.09 -0.96 -0.46
P 0.22 -0.05 -0.03 0.72
S 2.29 -0.05 0.19 -0.41
H -0.78 -1.24 -1.47 0.36
H -0.43 -0.58 1.94 0.32
H -0.04 1.96 -0.60 0.35



ii.
8
Properties=species:S:1:pos:R:3:mulliken_charge:R:1 method="wB97M-V/def2-TZVPD" orbital_gap_ha=0.34069 smiles="O=PO.OS" homo_energy_ev=-9.23
O 1.82 -0.08 0.96 -0.47
O 0.49 -2.14 0.39 -0.42
O -0.66 0.47 -0.51 -0.44
P 1.44 -1.24 -0.16 0.54
S -1.74 1.35 -1.46 -0.06
H 1.60 -0.13 1.96 0.35
H -2.10 2.34 -0.60 0.14
H -0.84 -0.56 -0.57 0.38



Pick i: it beats the second-best structure by 2.734 eV.



i.
21
Properties=species:S:1:pos:R:3:mulliken_charge:R:1 method="wB97M-V/def2-TZVPD" orbital_gap_ha=0.36018 smiles="NCC(=O)N[C@@H](CO)C(=O)O" homo_energy_ev=-9.46
C 1.90 0.82 -0.27 -0.08
C 1.52 -0.52 0.50 0.28
C -1.01 -0.27 0.01 0.52
C -1.12 1.20 0.31 0.11
C -2.36 -1.00 0.06 -0.60
H 3.38 -0.29 -0.99 0.29
H 3.54 1.36 -1.39 0.28
H 2.36 1.38 0.61 0.28
H 0.96 1.27 -0.62 0.20
H 0.07 -1.70 1.34 0.26
H -0.64 -0.15 -1.01 0.29
H -3.05 -0.73 0.89 0.33
H -2.02 -2.00 0.28 0.28
H -3.62 -1.07 -1.31 0.32
H -0.64 0.64 1.95 0.54
N 2.86 0.51 -1.32 -0.71
N 0.25 -0.74 0.98 -0.37
O 2.46 -1.35 0.44 -0.67
O -1.26 1.92 -0.68 -0.56
O -2.70 -0.83 -1.33 -0.47
O -0.91 1.57 1.56 -0.51



ii.
21
Properties=species:S:1:pos:R:3:mulliken_charge:R:1 method="wB97M-V/def2-TZVPD" orbital_gap_ha=0.32145 homo_energy_ev=-9.00
C 0.60 -2.96 0.34 -1.06
C -1.83 2.92 -0.02 -0.73
C 1.18 -1.75 -0.44 -0.28
C -1.90 1.71 -0.59 -0.02
C 1.59 -0.54 0.30 -0.50
N -1.94 0.42 0.04 1.01
N 1.30 0.66 -0.04 0.85
O -2.60 -0.47 -0.44 -0.59
O -1.46 0.32 1.16 -0.54
O 2.11 1.63 0.65 -0.49
O 0.57 1.12 -0.88 -0.70
H 0.24 -3.89 -0.22 0.31
H -0.30 -2.68 0.90 0.29
H 1.33 -3.13 1.13 0.30
H -1.88 3.01 1.13 0.22
H 1.77 2.45 0.51 0.31
H -1.89 3.80 -0.54 0.34
H 2.12 -2.16 -0.91 0.29
H 0.54 -1.41 -1.33 0.30
H -1.95 1.72 -1.70 0.28
H 2.40 -0.77 0.95 0.41



Pick i: it beats the second-best structure by 6.126 eV.



i.
11
Properties=species:S:1:pos:R:3:mulliken_charge:R:1 method="wB97M-V/def2-TZVPD" orbital_gap_ha=0.27332 smiles="CC(=S)C(=S)C=O" homo_energy_ev=-9.04
C 1.05 0.51 1.64 -1.02
C 0.78 0.00 0.26 0.34
C -0.65 -0.09 -0.07 0.10
C -1.15 1.31 -0.56 0.09
H 2.10 0.81 1.66 0.30
H 0.99 -0.30 2.35 0.32
H 0.42 1.29 2.00 0.36
H -2.20 1.27 -1.00 0.31
O -0.51 2.32 -0.39 -0.43
S 1.85 -0.67 -0.74 -0.20
S -1.68 -1.33 0.15 -0.17



ii.
11
Properties=species:S:1:pos:R:3:mulliken_charge:R:1 method="wB97M-V/def2-TZVPD" orbital_gap_ha=0.28608 homo_energy_ev=-8.87
C 0.23 0.40 0.67 -0.45
C -1.15 0.65 0.42 -0.05
C 0.93 -0.69 0.18 -0.10
C -0.12 -0.43 -2.40 -0.15
O 0.55 0.50 -2.74 -0.46
S 0.65 -1.68 -1.19 -0.06
S -1.77 0.34 -1.07 -0.16
H 0.75 0.76 1.60 0.26
H -1.68 1.01 1.18 0.43
H 1.83 -1.16 0.67 0.29
H -0.73 -0.95 -3.09 0.44



iii.
11
Properties=species:S:1:pos:R:3:mulliken_charge:R:1 method="wB97M-V/def2-TZVPD" orbital_gap_ha=0.27783 smiles="C=C(C=S)C(O)=S" homo_energy_ev=-8.96
C -1.21 -0.03 -0.02 0.37
C 0.25 0.04 -0.15 0.56
C 0.85 0.47 -1.26 -0.81
C 1.06 -0.21 1.01 -0.27
H -2.57 -0.67 1.00 0.32
H 0.32 0.75 -2.17 0.28
H 1.95 0.58 -1.30 0.26
H 0.54 -0.56 1.92 0.31
O -1.63 -0.45 1.18 -0.42
S -2.26 0.11 -1.27 -0.35
S 2.70 -0.03 1.05 -0.25



Pick iii: it beats the second-best structure by 0.283 eV.



i.
11
Properties=species:S:1:pos:R:3:mulliken_charge:R:1 method="wB97M-V/def2-TZVPD" orbital_gap_ha="0.28241 / 0.22323" homo_energy_ev="-9.07 / -8.40"
C -1.16 0.09 0.32 -0.27
C -1.04 1.40 0.26 -0.19
C 1.12 -0.71 -0.06 -0.07
C -0.21 -0.98 -0.29 -0.04
O 3.55 0.20 0.00 -0.48
S 0.33 2.27 -0.13 -0.13
S 2.63 -0.91 0.16 0.07
H -2.12 -0.35 0.59 0.29
H -1.96 1.88 0.53 0.30
H -0.75 -1.88 0.06 0.29
H -0.40 -1.03 -1.46 0.23



ii.
11
Properties=species:S:1:pos:R:3:mulliken_charge:R:1 method="wB97M-V/def2-TZVPD" orbital_gap_ha=0.22893 homo_energy_ev=-8.63
C -2.25 0.35 0.13 -0.21
C -1.42 0.02 -0.92 -0.17
C 2.55 -0.31 0.25 -0.11
C 1.13 -0.12 0.29 0.03
O 3.25 -0.36 1.24 -0.46
S -1.92 0.79 1.70 -0.27
S 0.26 -0.16 -1.14 0.06
H -3.30 0.34 -0.13 0.26
H -1.89 -0.15 -1.88 0.29
H 2.97 -0.41 -0.76 0.27
H 0.62 0.01 1.23 0.32



Pick ii: it beats the second-best structure by 2.837 eV.



i.
7
Properties=species:S:1:pos:R:3:mulliken_charge:R:1 method="wB97M-V/def2-TZVPD" orbital_gap_ha="0.29667 / 0.32067" homo_energy_ev="-8.87 / -9.49"
C -0.64 -0.09 -0.11 -0.12
N 0.65 -0.53 -0.31 0.01
F -1.37 -0.91 0.64 -0.17
Cl 1.45 0.25 -1.62 -0.01
Cl 1.63 -0.54 1.14 0.01
H -0.53 1.52 1.22 0.06
H -1.19 0.29 -0.97 0.23



ii.
7
Properties=species:S:1:pos:R:3:mulliken_charge:R:1 method="wB97M-V/def2-TZVPD" orbital_gap_ha=0.33457 homo_energy_ev=-9.27
C -3.70 -0.48 0.46 0.05
N -0.34 -0.20 -1.49 -0.48
F -4.13 -1.52 -0.26 -0.11
Cl -1.24 -0.11 0.06 -0.03
Cl -4.26 0.94 -0.10 0.01
H 0.69 -0.38 -1.21 0.28
H -0.57 -1.23 -1.78 0.29



Pick ii: it beats the second-best structure by 1.612 eV.



i.
9
Properties=species:S:1:pos:R:3:mulliken_charge:R:1 method="wB97M-V/def2-TZVPD" orbital_gap_ha=0.29422 smiles="N=C=C=O.N=C=O" homo_energy_ev=-9.42
C 0.74 1.23 1.10 0.00
C 1.30 0.02 0.86 0.49
C -1.29 -1.06 -1.95 0.51
N 0.61 1.84 2.17 -0.37
N -1.03 -1.78 -1.05 -0.48
O 1.39 -0.79 0.01 -0.46
O -1.82 -0.27 -2.59 -0.39
H 0.14 2.71 2.06 0.29
H -0.04 -1.89 -0.60 0.40



ii.
9
Properties=species:S:1:pos:R:3:mulliken_charge:R:1 method="wB97M-V/def2-TZVPD" orbital_gap_ha=0.40455 homo_energy_ev=-11.25
O -1.32 0.12 -1.45 -0.44
C -1.54 -0.40 -0.41 0.21
C 0.63 2.05 1.20 -0.05
N 0.97 1.05 0.66 -0.06
C 1.37 -0.09 0.02 0.11
N 0.65 -1.12 -0.18 -0.31
O -0.63 -1.00 0.40 -0.17
H -2.52 -0.49 0.10 0.34
H 2.39 -0.12 -0.34 0.37



Pick ii: it beats the second-best structure by 0.146 eV.



i.
9
Properties=species:S:1:pos:R:3:mulliken_charge:R:1 method="wB97M-V/def2-TZVPD" orbital_gap_ha=0.31948 homo_energy_ev=-9.58
O -2.41 -0.23 -0.14 -0.28
C -1.55 0.74 0.05 -0.76
C -0.17 0.19 0.02 1.02
N 0.87 0.95 0.21 -0.44
C 1.89 0.06 0.10 -0.04
N 1.53 -1.17 -0.14 -0.26
O 0.16 -1.10 -0.19 -0.09
H -3.28 0.20 -0.11 0.47
H 2.93 0.33 0.20 0.39



ii.
9
Properties=species:S:1:pos:R:3:mulliken_charge:R:1 method="wB97M-V/def2-TZVPD" orbital_gap_ha="0.27964 / 0.27964" homo_energy_ev="-9.14 / -9.14"
O 0.57 -0.84 2.32 -0.41
C 0.90 -0.90 1.16 -0.01
C 0.31 -0.22 -0.02 0.50
N 0.52 -0.18 -1.27 -0.49
C -0.60 0.71 -1.40 -0.13
N -1.05 0.84 -0.18 0.31
O -1.52 0.99 0.96 -0.53
H 1.75 -1.49 0.78 0.30
H -0.89 1.10 -2.35 0.46



Pick i: it beats the second-best structure by 3.531 eV.